(1)
56
Properties=species:S:1:pos:R:3:forces:R:3 method="wB97M-V/def2-TZVPD" e_homo_ev="-12.8 / -16.3" charge=+2 s2=6.01 spin_multiplicity=5
Ir 0.215 0.128 -0.891 0.935 4.793 5.549
O -1.086 0.298 0.855 -0.007 -0.641 -0.059
N -1.949 -0.024 2.873 0.349 -0.330 -0.993
C 1.336 -0.849 -2.403 1.447 -3.226 -1.397
C -1.935 -0.384 4.293 0.045 -0.093 0.385
C 2.768 -0.589 -2.727 -0.147 0.190 0.137
C -0.314 3.030 -1.252 -0.563 -0.390 0.228
C 0.776 2.035 -0.827 0.071 3.337 -0.119
C 0.247 4.254 -1.978 0.166 0.076 -0.039
C -2.407 -0.428 -2.745 -0.090 0.181 0.114
C 0.195 -0.203 -3.006 -1.210 -0.283 -1.485
C -0.587 -1.841 -1.536 -1.800 -1.579 -1.164
C -0.997 -0.805 -2.455 -0.207 -0.607 -0.789
C 1.095 -0.258 3.459 0.386 0.124 0.202
C 0.235 -1.038 2.461 -0.223 -0.071 -0.401
C -1.503 -2.716 -0.754 0.137 0.305 0.110
C 0.560 -0.277 4.889 0.129 0.142 0.135
C -0.950 -0.228 2.008 -1.194 0.138 1.052
C 0.240 0.862 -4.048 -0.004 0.103 0.139
C 1.682 -2.844 -0.747 -0.049 0.091 0.119
C -0.827 0.334 5.064 -0.041 0.049 0.187
C 0.848 -1.881 -1.521 1.861 -0.160 -0.765
H 0.553 -1.309 5.265 0.025 0.118 -0.064
H -1.744 -3.625 -1.319 0.024 0.039 0.015
H -2.809 0.343 2.462 0.469 0.169 0.287
H 1.201 0.781 3.115 0.013 -0.188 0.030
H -0.143 -1.973 2.912 0.153 0.288 -0.090
H 1.262 0.286 5.518 -0.127 -0.210 -0.092
H 1.232 -3.047 0.231 0.117 -0.048 -0.181
H 1.702 0.427 -0.171 -0.365 -1.193 0.066
H -2.911 -0.103 4.706 0.209 -0.127 -0.232
H -0.840 3.345 -0.341 -0.034 -0.103 -0.275
H -1.818 -1.473 4.402 -0.161 0.243 -0.044
H -0.568 4.902 -2.314 0.107 -0.126 0.082
H 2.929 0.470 -2.943 0.067 -0.111 -0.015
H 1.761 -3.801 -1.277 -0.036 0.138 0.005
H -1.095 0.299 6.127 0.067 0.011 -0.212
H -2.854 -1.127 -3.461 0.086 0.054 0.045
H 0.888 4.842 -1.312 -0.074 -0.125 -0.127
H 1.077 1.548 -3.877 -0.108 -0.113 -0.072
H 1.090 2.307 0.190 0.157 -0.297 -0.120
H 0.824 -1.304 1.576 -0.144 0.111 0.164
H 3.397 -0.872 -1.880 0.031 0.037 -0.138
H -1.044 -3.022 0.192 -0.061 -0.043 -0.183
H -2.441 -2.195 -0.536 0.114 -0.168 -0.089
H 0.367 0.426 -5.045 -0.015 -0.031 0.128
H 0.836 3.973 -2.858 -0.079 0.034 0.106
H -2.467 0.578 -3.167 -0.075 -0.166 0.045
H 1.655 2.171 -1.480 -0.019 -0.415 0.055
H 3.090 -1.166 -3.600 -0.083 0.027 0.082
H 2.103 -0.694 3.450 -0.234 0.101 0.004
H 2.691 -2.454 -0.598 -0.121 -0.110 -0.003
H -0.809 1.395 4.780 -0.088 -0.132 0.031
H -0.690 1.436 -4.050 0.167 -0.082 -0.090
H -1.061 2.522 -1.879 -0.003 0.239 -0.040
H -3.006 -0.462 -1.828 0.030 0.032 -0.224

=====

(2)
72
Properties=species:S:1:pos:R:3:forces:R:3 method="wB97M-V/def2-TZVPD" e_homo_ev="-13.0 / -13.0" charge=+2 s2=0.76 spin_multiplicity=2 relative_energy_kcal_mol=48.1
Ru -0.174 0.261 0.563 -0.071 -0.698 0.756
Se 1.715 4.916 0.982 0.062 -0.081 -0.016
S -0.555 -0.954 2.978 0.038 0.200 -0.669
S -2.754 -1.662 0.645 -0.237 0.021 -0.164
S -1.765 1.709 1.326 -0.192 0.141 0.071
P -0.024 2.491 -1.886 0.059 -0.231 0.071
P -1.446 0.073 -2.908 -0.116 0.022 0.160
O 0.904 3.553 -2.307 -0.007 0.042 -0.007
O -2.783 0.034 -3.745 0.030 0.064 -0.039
O 0.514 1.373 -0.988 -0.074 0.355 -0.422
O -1.410 3.023 -1.272 -0.008 -0.082 0.167
O 0.479 1.260 -4.179 0.059 -0.018 -0.038
O -0.471 -1.042 -3.513 -0.062 0.010 -0.055
O -1.665 -0.184 -1.456 0.063 -0.015 -0.329
N 1.341 1.140 1.623 0.450 0.073 0.198
N 1.333 -1.469 -0.390 0.057 -0.041 0.133
N 0.886 3.366 0.923 -0.082 -0.042 0.008
N 2.508 -3.226 -1.639 0.043 -0.089 -0.012
N 3.107 4.308 1.860 -0.025 -0.016 0.061
C 1.125 -3.500 -1.830 -0.091 -0.001 0.053
C -1.591 2.558 -4.201 0.029 0.003 -0.057
C -2.099 -1.831 3.365 -0.092 -0.032 0.042
C -3.861 -0.276 1.063 0.018 0.064 0.008
C 2.935 -3.377 -0.285 -0.014 0.021 0.058
C -3.370 1.123 0.693 0.028 -0.074 -0.037
C 2.090 -0.862 -1.465 -0.003 0.098 -0.202
C -2.721 -2.575 2.190 0.155 -0.027 0.025
C 3.374 0.879 2.949 -0.030 -0.032 -0.016
C 2.176 0.420 2.344 0.092 0.100 0.022
C 2.932 -2.007 -2.234 -0.011 0.124 0.008
C 1.666 2.489 1.516 -0.036 0.099 -0.064
C -0.883 0.638 3.770 -0.014 -0.024 0.275
C -0.664 1.651 -3.399 -0.046 0.002 -0.025
C 3.765 2.169 2.795 -0.033 0.024 -0.030
C -1.995 1.423 3.116 -0.108 0.119 -0.008
C 2.896 3.016 2.062 -0.027 0.039 -0.051
C 0.374 -2.443 -0.878 -0.142 -0.104 -0.065
C 2.251 -2.153 0.502 0.155 -0.020 0.062
H -2.953 0.929 3.256 -0.013 0.016 0.012
H -1.828 2.098 -5.159 -0.002 0.012 0.007
H -2.136 -3.467 1.954 -0.018 -0.006 0.018
H -4.106 1.858 1.025 0.002 -0.012 0.013
H -2.793 -1.095 3.768 -0.012 0.007 -0.022
H 4.017 -3.302 -0.217 -0.011 -0.022 0.018
H 0.061 1.176 3.745 -0.001 0.049 0.002
H 1.003 2.060 -4.340 0.009 -0.019 0.041
H -3.268 1.227 -0.385 0.026 0.013 0.020
H 0.886 -4.513 -1.512 -0.027 0.010 -0.031
H 1.421 -0.379 -2.168 0.079 -0.013 0.019
H 2.776 -0.125 -1.057 0.005 0.040 -0.033
H -4.809 -0.430 0.546 0.025 0.005 -0.013
H 0.841 -3.332 -2.866 -0.009 -0.008 0.008
H 3.037 -1.472 0.817 -0.011 0.003 0.016
H -1.124 0.469 4.821 0.019 -0.063 -0.023
H -3.714 -2.925 2.475 -0.015 0.022 -0.021
H -2.518 2.756 -3.669 -0.025 -0.008 0.011
H -3.404 -0.674 -3.535 -0.039 -0.051 0.033
H -4.089 -0.344 2.126 0.007 -0.010 0.012
H -1.887 -2.537 4.168 0.052 0.040 0.010
H 2.593 -4.331 0.111 0.013 0.004 0.004
H 3.956 0.171 3.523 0.006 0.007 -0.002
H 3.999 -1.861 -2.085 0.002 0.009 -0.025
H -0.412 -1.965 -1.447 0.004 -0.039 0.039
H 0.014 -0.658 -4.267 0.036 -0.020 -0.041
H 2.678 -1.990 -3.291 0.035 0.020 -0.006
H -2.074 2.403 3.589 0.026 -0.002 -0.034
H -1.464 3.985 -1.282 0.000 0.102 0.005
H 4.677 2.568 3.218 0.026 -0.006 0.016
H -0.057 -2.961 -0.026 -0.025 -0.044 0.028
H 1.716 -2.542 1.365 0.015 -0.021 0.038
H -1.083 3.507 -4.377 0.009 0.002 -0.010
H 1.903 -0.614 2.487 -0.007 -0.009 0.021

=====

(3)
66
Properties=species:S:1:pos:R:3:forces:R:3 method="wB97M-V/def2-TZVPD" e_homo_ev="-16.9 / -16.8" charge=+3 s2=0.77 spin_multiplicity=2 relative_energy_kcal_mol=49.4
Re 0.087 0.119 0.067 -3.461 0.635 4.152
P -1.463 -1.300 -1.221 0.097 -1.586 -1.451
O -1.287 -1.405 -2.801 -0.496 0.416 1.087
O -3.019 -1.002 -1.136 1.013 0.253 0.605
O -1.187 -2.745 -0.605 -0.021 1.505 0.004
N 0.723 -0.156 2.321 0.488 1.214 -2.269
N 0.113 1.535 -1.505 0.990 -0.743 0.877
N 1.340 -1.337 -0.264 0.596 -0.454 -0.331
N -1.347 1.807 0.495 0.667 0.089 -0.002
N 1.791 1.264 0.405 0.258 -0.118 -0.863
N -1.913 -0.778 1.674 1.142 0.213 -1.741
C 1.177 2.264 -1.634 -0.036 -0.064 -0.211
C 3.905 1.455 1.467 -0.483 -0.120 -0.034
C 2.233 1.981 -0.651 0.571 -0.045 0.227
C -1.322 -1.415 2.845 0.816 -0.178 0.534
C -2.174 1.702 1.717 -0.328 -0.335 0.463
C 4.385 2.156 0.370 -0.085 -0.037 -0.135
C 1.321 3.396 -2.577 -0.117 0.059 -0.225
C -0.115 -0.644 3.386 -0.844 -0.524 0.553
C -1.187 1.920 -1.991 -1.020 0.220 -0.228
C -1.681 -3.986 -1.151 -0.233 -0.678 -0.194
C -2.120 2.048 -0.746 -0.301 0.091 -0.452
C -4.039 -1.228 -2.143 -0.577 -0.209 -0.424
C 2.151 -2.167 -0.434 -0.071 0.270 0.074
C 2.434 0.422 3.958 0.150 -0.180 0.159
C 2.575 1.026 1.469 0.465 0.185 -0.265
C -0.053 -1.516 -3.515 0.694 -0.112 -0.433
C 1.875 0.366 2.586 -0.357 -0.344 0.293
C -2.844 0.332 1.878 -0.112 0.795 -0.208
C 3.541 2.450 -0.693 -0.220 -0.098 0.137
B 3.208 -3.203 -0.625 0.830 -0.393 -0.657
H -2.910 1.299 -0.798 0.058 0.090 0.026
H -4.723 -1.986 -1.764 0.085 0.053 0.029
H -1.625 -3.990 -2.239 0.029 0.089 0.034
H -3.652 0.232 1.152 0.040 -0.073 0.074
H 0.689 3.274 -3.452 0.030 0.025 -0.042
H 1.055 4.337 -2.087 -0.021 0.039 0.072
H -2.369 -1.498 1.123 -0.137 -0.051 0.155
H -3.286 0.294 2.881 0.035 -0.089 -0.158
H -0.129 -2.367 -4.193 -0.016 0.082 0.114
H 3.170 -3.982 0.272 -0.254 -0.261 0.470
H -1.155 2.863 -2.540 0.062 -0.129 0.086
H 2.350 3.502 -2.908 0.046 -0.046 -0.028
H -2.060 -1.530 3.651 0.049 0.013 -0.218
H -3.610 -1.553 -3.087 0.083 0.036 0.116
H 3.411 0.887 3.990 0.039 0.015 0.041
H -2.952 2.472 1.724 0.118 -0.010 0.008
H -1.039 -4.768 -0.753 -0.026 0.071 -0.024
H 2.513 -0.580 4.386 0.036 -0.034 -0.012
H -2.589 3.037 -0.732 0.058 -0.107 0.108
H 0.789 -1.663 -2.841 -0.005 -0.045 -0.028
H 3.120 -3.749 -1.683 -0.635 -0.199 -0.245
H -2.707 -4.155 -0.827 0.009 0.063 0.001
H 4.294 -2.714 -0.680 0.200 0.604 0.386
H 1.771 0.987 4.616 -0.061 0.052 -0.024
H 5.413 2.485 0.346 0.117 0.007 0.009
H -0.435 0.209 4.000 0.051 -0.057 -0.077
H -1.574 1.151 -2.664 0.091 0.093 0.013
H -0.997 -2.413 2.543 -0.046 0.072 -0.017
H 0.084 -0.608 -4.104 -0.015 -0.072 0.045
H -4.577 -0.292 -2.284 0.069 -0.025 0.059
H 4.566 1.229 2.287 -0.010 0.032 0.145
H 3.911 3.011 -1.537 -0.009 0.065 -0.063
H 0.441 -1.318 4.047 -0.025 0.122 -0.064
H -0.780 2.648 0.642 -0.063 -0.226 0.024
H -1.515 1.884 2.567 0.007 0.076 -0.058

=====

(4)
69
Properties=species:S:1:pos:R:3:forces:R:3 method="wB97M-V/def2-TZVPD" e_homo_ev=-9.5 smiles="CCCCCCCCCCOC(=O)N[PH2]=N.CCOC(=O)C(F)(F)F.CCOC(=O)C(F)(F)F"
P 2.896 1.813 -2.999 -1.893 -1.460 1.364
F 1.003 -5.708 1.164 -0.459 1.148 0.491
F -2.229 -12.758 -1.199 0.460 0.608 0.918
F 0.927 -5.145 3.268 -0.696 0.639 -1.234
F -0.159 -12.815 -0.513 -1.000 0.617 0.479
F -0.910 -5.655 2.211 0.578 1.048 -0.154
F -1.756 -13.548 0.777 0.194 1.392 -0.568
O 0.201 -2.572 2.426 -0.131 -2.681 -1.329
O -0.057 3.438 -4.616 8.357 0.636 3.185
O -0.273 -3.443 0.356 0.346 -0.948 1.956
O -2.230 -10.879 1.496 1.370 -1.209 -2.351
O -0.981 -10.228 -0.316 -0.850 -1.792 0.576
O 1.503 4.525 -3.059 -0.412 -2.083 -3.353
N 2.295 2.575 -4.536 -1.923 1.011 2.850
N 1.793 0.806 -2.359 1.525 2.081 0.309
C -0.801 4.233 3.378 -0.195 0.863 0.122
C 0.278 -5.000 2.079 0.680 -2.136 0.897
C 0.777 -1.417 -0.476 0.105 -0.062 0.258
C 0.437 6.906 -2.754 -0.804 0.042 -0.548
C 0.309 5.438 3.323 0.418 0.435 1.704
C -1.028 4.051 -0.735 0.410 -0.001 0.918
C 0.087 -3.538 1.676 -0.500 3.266 -0.584
C -1.439 3.805 1.931 -0.123 -0.843 0.680
C -0.526 -2.117 -0.135 0.049 0.861 -0.327
C -1.602 -11.158 0.478 -0.661 2.867 1.423
C -0.096 -8.547 1.198 0.064 -0.149 0.281
C 0.655 5.812 4.917 -0.616 -0.501 -0.295
C -1.032 6.313 -2.332 -0.774 0.718 0.171
C -1.085 5.689 -0.809 -0.695 -0.345 -0.319
C -1.101 -8.859 0.104 0.076 0.772 0.359
C -1.437 -12.560 -0.107 0.392 -2.479 -0.767
C 1.378 5.883 -3.622 0.906 2.158 -0.545
C -0.353 3.595 0.722 -1.018 -1.232 -0.870
C 1.194 3.521 -4.093 -5.881 -0.096 -1.988
H 2.477 6.345 -3.603 -2.268 -1.063 -0.089
H -0.295 -9.135 2.098 -0.096 0.092 -0.104
H -0.131 -7.486 1.463 -0.060 -0.710 -0.212
H -1.131 -2.225 -1.040 0.116 -0.339 0.221
H -1.486 5.567 -3.141 1.255 1.442 1.782
H -0.181 2.419 0.614 -0.214 2.450 0.385
H 1.150 4.878 5.453 -0.875 2.047 -1.141
H -1.777 7.245 -2.327 1.650 -1.946 -0.046
H -0.089 6.449 2.855 0.709 -2.294 0.611
H 4.068 1.040 -3.329 -0.551 1.065 -0.416
H 0.703 4.063 0.908 -2.168 -0.559 -0.382
H 1.064 5.819 -4.759 0.307 0.141 2.526
H 3.235 2.852 -2.032 0.196 -0.486 -1.419
H -2.321 4.554 1.672 2.106 -1.376 0.314
H -2.126 -8.637 0.420 0.167 -0.280 0.016
H -2.131 3.632 -0.793 2.273 0.758 0.145
H 0.918 -8.797 0.871 -0.121 0.129 -0.079
H 0.230 7.854 -3.449 0.672 -2.111 1.344
H 1.393 -1.273 0.416 -0.152 0.030 -0.011
H 1.789 1.787 -5.017 0.417 1.045 0.417
H -0.307 3.345 3.981 -1.074 1.641 -1.438
H -0.226 6.147 -0.154 -1.628 -0.826 -1.268
H -1.966 2.747 2.092 1.011 2.319 -0.355
H 1.319 6.771 5.025 -1.219 -1.966 -0.224
H 1.365 -2.018 -1.176 -0.194 0.189 -0.053
H 0.583 -0.438 -0.924 -0.072 -0.488 0.055
H -2.133 6.006 -0.334 2.408 -0.569 -0.923
H -1.710 4.648 4.032 2.013 -0.990 -1.281
H 1.572 1.180 -1.398 0.111 -0.421 -1.368
H 0.961 7.328 -1.790 -0.793 -1.072 -1.909
H 1.344 5.131 2.853 -2.275 0.538 0.592
H -0.409 3.535 -1.584 -1.162 1.304 1.440
H -0.892 -8.239 -0.773 -0.004 -0.416 -0.041
H -0.377 5.989 5.444 2.017 -0.173 -0.855
H -1.120 -1.542 0.584 0.200 -0.254 0.061